# 1
Here is C5H8F3NO in the gas phase from the Open Molecules 2025 dataset. Energies are from ωB97M-V with the def2-TZVPD basis set.

Geometry as ORCA input:
```
! RIJCOSX wB97M-V def2-TZVPD def2/J DEFGRID3
* xyz 0 1
C 0.40 -1.65 0.27
C 0.00 -0.77 -0.91
C 0.75 -0.76 1.42
C -0.44 0.56 -0.27
C -0.06 1.67 -1.17
N 0.43 0.66 1.00
O -1.88 0.67 -0.08
F -0.76 1.67 -2.42
F -0.41 2.88 -0.64
F 1.26 1.74 -1.37
H -0.34 -2.38 0.54
H 1.23 -2.40 0.14
H 0.82 -0.65 -1.68
H -0.77 -1.24 -1.44
H 0.09 -0.87 2.28
H 1.80 -0.78 1.72
H 0.13 1.14 1.84
H -2.23 0.52 0.78
*
```

Results
SMILES   O[C@]1(C(F)(F)F)CCCN1
E_LUMO   0.022 Eh
Gap between HOMO and LUMO   0.372 hartree
Energy above the lowest of the compared OMol25 structures with the same formula, charge and spin   0.00 kcal per mole
HOMO level   -9.53 eV

# 2
Here is 2 unconnected molecules or ions with the total composition C5H8F3NO2 from the Open Molecules 2025 dataset. Energies are from ωB97M-V with the def2-TZVPD basis set.

Geometry as ORCA input:
```
! RIJCOSX wB97M-V def2-TZVPD def2/J DEFGRID3
* xyz 0 1
C 2.59 0.88 -1.07
C -0.13 -1.21 -0.64
C -0.33 0.31 1.24
C 0.55 1.19 -0.90
C -0.11 1.70 -2.54
N -0.45 0.24 -0.24
O 2.76 -0.03 -0.35
O 2.93 1.71 -1.82
F 0.11 2.94 -2.83
F 0.20 0.94 -3.52
F -1.47 1.51 -2.35
H 0.77 -1.41 -0.15
H -0.92 -1.80 -0.02
H -0.04 -1.41 -1.74
H 0.76 0.35 1.51
H -0.89 1.22 1.60
H -0.81 -0.58 1.64
H 0.62 2.08 -0.26
H -1.46 0.44 -0.64
*
```

Results
E_LUMO   0.011 Eh
Gap between HOMO and LUMO   0.307 hartree
Energy above the lowest of the compared OMol25 structures with the same formula, charge and spin   56.82 kcal per mole
HOMO level   -8.04 eV

# 3
Here is 2 unconnected molecules or ions with the total composition C5H8F3NO3 from the Open Molecules 2025 dataset. Energies are from ωB97M-V with the def2-TZVPD basis set.

Geometry as ORCA input:
```
! RIJCOSX wB97M-V def2-TZVPD def2/J DEFGRID3
* xyz 0 1
C 2.16 1.12 0.38
C 0.86 0.28 0.40
C -0.28 0.96 -0.24
C -2.70 -2.26 -1.76
C -1.30 -3.01 -1.75
N -1.32 0.30 -0.67
O -2.10 0.95 -1.58
O -1.57 -0.96 -0.46
O -3.14 -1.61 -2.62
F -0.96 -3.35 -0.54
F -0.26 -2.40 -2.34
F -1.32 -4.18 -2.49
H 2.59 1.27 -0.52
H 3.00 0.69 0.86
H 2.11 2.15 0.67
H 0.56 0.25 1.46
H 0.95 -0.83 0.07
H -0.11 1.95 -0.61
H -3.26 -2.71 -0.92
H -2.47 0.34 -2.18
*
```

Results
SMILES   CC/C=[N+](\[O-])O.O=CC(F)(F)F
E_LUMO   0.019 Eh
Gap between HOMO and LUMO   0.369 hartree
Energy above the lowest of the compared OMol25 structures with the same formula, charge and spin   37.12 kcal per mole
HOMO level   -9.51 eV

# 4
Here is a molecular structure, C5H8FMnNO3 from the Open Molecules 2025 dataset. Energies are from ωB97M-V with the def2-TZVPD basis set.

Geometry as ORCA input:
```
! RIJCOSX wB97M-V def2-TZVPD def2/J DEFGRID3
* xyz 2 6
C -1.23 1.32 -2.13
C 0.00 0.66 -1.35
F 0.77 -0.26 -2.17
C -0.52 -0.16 -0.06
O -0.48 -1.62 -0.08
C -1.00 -1.90 1.26
O -1.90 -2.69 1.57
O -0.21 -0.99 2.08
C 0.42 0.04 1.26
N 1.87 -0.27 1.01
H -1.55 2.26 -1.56
H -0.94 1.54 -3.22
H -2.17 0.63 -2.20
H 0.73 1.46 -0.95
H -1.55 0.17 0.35
H 0.22 1.14 1.54
H 2.04 -0.70 0.08
H 2.14 -1.02 1.69
Mn 3.36 0.39 2.89
*
```

Results
E_LUMO (alpha / beta)   -0.486 / -0.483 Eh
Gap between HOMO and LUMO (alpha / beta)   0.163 / 0.166 hartree
<S²>   8.76
HOMO level (alpha / beta)   -17.68 / -17.68 eV

# 5
Here is a molecular structure, C5H8FN from the Open Molecules 2025 dataset. Energies are from ωB97M-V with the def2-TZVPD basis set.

Geometry as ORCA input:
```
! RIJCOSX wB97M-V def2-TZVPD def2/J DEFGRID3
* xyz 0 1
C 0.10 -0.35 -0.88
C -0.93 -0.89 0.07
C -0.59 0.10 1.24
C 1.36 -0.19 0.02
C 0.05 1.18 -0.68
H -1.97 -0.89 -0.29
H -0.86 -1.98 0.31
H -1.45 0.77 1.40
H -0.31 -0.42 2.16
H 2.17 0.26 -0.55
H 1.65 -1.05 0.65
H 0.82 1.71 -1.27
H -0.94 1.69 -0.73
N 0.56 0.89 0.69
F 0.33 -0.84 -2.12
*
```

Results
E_LUMO   0.039 Eh
Gap between HOMO and LUMO   0.381 hartree
Energy above the lowest of the compared OMol25 structures with the same formula, charge and spin   27.95 kcal per mole
HOMO level   -9.32 eV

# 6
Here is a gas-phase ion, C5H8FNO3P (charge +1) from the Open Molecules 2025 dataset. Energies are from ωB97M-V with the def2-TZVPD basis set.

Geometry as ORCA input:
```
! RIJCOSX wB97M-V def2-TZVPD def2/J DEFGRID3
* xyz 1 1
C -2.84 -0.62 1.35
C 2.41 -0.42 -0.45
C 2.18 1.04 -0.55
C -1.23 -0.78 -0.50
C -3.42 -0.47 2.58
N -2.31 -0.78 0.34
O -0.45 0.51 1.80
O 1.44 -0.83 0.48
O 0.72 1.14 -0.60
F -4.77 -0.36 2.52
P 0.15 0.08 0.52
H 2.28 -0.91 -1.37
H 3.42 -0.75 -0.10
H 2.60 1.61 0.41
H 2.58 1.57 -1.47
H -0.94 -1.81 -0.93
H -1.33 -0.05 -1.19
H -2.91 0.39 2.93
H -3.32 -1.34 3.25
*
```

Results
SMILES   O=P1(C[N+]#CCF)OCCO1
E_LUMO   -0.177 Eh
Gap between HOMO and LUMO   0.378 hartree
Energy above the lowest of the compared OMol25 structures with the same formula, charge and spin   1.57 kcal per mole
HOMO level   -15.11 eV

# 7
Here is C5H8FNS in the gas phase from the Open Molecules 2025 dataset. Energies are from ωB97M-V with the def2-TZVPD basis set.

Geometry as ORCA input:
```
! RIJCOSX wB97M-V def2-TZVPD def2/J DEFGRID3
* xyz 0 1
C 1.40 1.25 -1.25
C 0.28 0.40 -1.77
C -0.05 -0.42 -0.44
C -1.08 0.08 0.43
C -1.26 -0.41 1.71
H 1.71 1.90 -2.16
H 1.00 1.88 -0.43
H 2.30 0.72 -0.95
H -0.62 0.90 -2.07
H -1.65 0.93 0.05
H -1.96 0.13 2.30
H 0.01 -1.98 1.89
H -0.89 -1.62 3.36
N -0.83 -1.56 2.28
F 0.72 -0.42 -2.80
S 0.94 -1.78 -0.13
*
```

Results
SMILES   C[C@@H](F)C(=S)/C=C\N
E_LUMO   -0.009 Eh
Gap between HOMO and LUMO   0.296 hartree
Energy above the lowest of the compared OMol25 structures with the same formula, charge and spin   13.22 kcal per mole
HOMO level   -8.29 eV

# 8
Here is a gas-phase ion, C5H8FO3S (charge -1) from the Open Molecules 2025 dataset. Energies are from ωB97M-V with the def2-TZVPD basis set.

Geometry as ORCA input:
```
! RIJCOSX wB97M-V def2-TZVPD def2/J DEFGRID3
* xyz -1 1
C -1.18 -0.66 -0.16
C 0.07 -0.38 -1.02
C -0.14 0.26 0.34
C 1.13 -1.40 -1.41
C 0.76 -0.14 1.49
O -1.93 2.04 -0.49
O -1.50 1.71 1.90
O 0.18 2.94 0.47
F -0.25 0.50 -2.08
S -0.90 1.94 0.54
H -2.06 -0.09 -0.47
H -1.26 -1.67 0.12
H 1.91 -0.80 -1.94
H 0.66 -2.11 -2.16
H 1.57 -1.95 -0.60
H 1.74 0.29 1.43
H 0.68 -1.17 1.81
H 0.54 0.69 2.26
*
```

Results
SMILES   C[C@]1(S(=O)(=O)[O-])C[C@@]1(C)F
E_LUMO   0.131 Eh
Gap between HOMO and LUMO   0.314 hartree
HOMO level   -4.99 eV

# 9
Here is C5H8I2 in the gas phase from the Open Molecules 2025 dataset. Energies are from ωB97M-V with the def2-TZVPD basis set.

Geometry as ORCA input:
```
! RIJCOSX wB97M-V def2-TZVPD def2/J DEFGRID3
* xyz 0 1
C -0.20 0.68 -1.20
C 0.55 0.56 0.20
C -0.50 -0.40 -0.14
C 0.42 1.57 1.32
C -0.28 -1.85 -0.52
I 2.58 -0.21 0.19
I -2.32 -0.39 1.18
H -0.83 1.52 -1.49
H 0.06 0.17 -2.19
H 0.70 0.89 2.16
H -0.61 2.13 1.25
H 1.21 2.39 1.20
H -0.12 -2.63 0.33
H 0.56 -2.12 -1.24
H -1.23 -2.30 -1.06
*
```

Results
SMILES   C[C@]1(I)C[C@]1(C)I
E_LUMO   -0.005 Eh
Gap between HOMO and LUMO   0.338 hartree
Energy above the lowest of the compared OMol25 structures with the same formula, charge and spin   18.73 kcal per mole
HOMO level   -9.33 eV

# 10
Here is a gas-phase ion, C5H8IN2O2 (charge +1) from the Open Molecules 2025 dataset. Energies are from ωB97M-V with the def2-TZVPD basis set.

Geometry as ORCA input:
```
! RIJCOSX wB97M-V def2-TZVPD def2/J DEFGRID3
* xyz 1 1
C -0.33 -0.23 0.46
C 1.07 -0.14 0.84
C -1.49 -0.45 -2.02
C -2.31 -0.68 -0.75
C 2.69 1.30 2.09
N -0.49 0.49 -1.66
N -1.42 -0.81 0.45
O 1.74 -0.85 0.12
O 1.38 0.81 1.65
I 1.31 0.38 -2.41
H -1.07 -1.46 -2.30
H -2.15 -0.01 -2.66
H -2.94 0.16 -0.51
H -3.10 -1.34 -0.95
H 3.45 0.79 1.47
H 2.98 0.93 3.07
H 2.62 2.35 1.92
H -1.96 -1.25 1.17
*
```

Results
E_LUMO   -0.199 Eh
Gap between HOMO and LUMO   0.272 hartree
Energy above the lowest of the compared OMol25 structures with the same formula, charge and spin   94.45 kcal per mole
HOMO level   -12.81 eV